Molecular formula: C34H42AsN3O2PRuS
Method: DFT, ωB97M-V with the def2-TZVPD basis set

Atoms and positions in Å:
Ru  -1.238  0.270  -0.060
O  -0.324  2.284  -0.596
C  -0.540  3.501  0.144
C  -1.884  4.140  -0.153
C  -3.069  3.180  0.026
C  -3.036  2.542  1.380
C  -3.618  3.195  2.464
C  -3.508  2.669  3.735
C  -2.790  1.494  3.905
C  -2.238  0.899  2.793
N  -2.364  1.386  1.546
H  -0.392  2.454  -1.547
H  0.273  4.192  -0.082
H  -0.457  3.211  1.191
H  -1.896  4.531  -1.173
H  -1.994  5.001  0.511
H  -3.045  2.412  -0.741
H  -4.002  3.728  -0.105
H  -4.157  4.117  2.290
H  -3.965  3.167  4.580
H  -2.659  1.044  4.878
H  -1.654  -0.005  2.891
S  -2.273  0.519  -2.048
C  -1.853  -0.804  -3.154
C  -2.676  -1.092  -4.236
C  -2.326  -2.126  -5.094
C  -1.163  -2.858  -4.887
C  -0.327  -2.550  -3.822
C  -0.676  -1.520  -2.962
As  0.333  -0.884  -1.465
C  1.467  -2.295  -0.830
C  2.516  -2.743  -1.633
C  3.309  -3.796  -1.201
C  3.061  -4.398  0.026
C  2.028  -3.943  0.832
C  1.234  -2.888  0.404
C  1.564  0.400  -2.210
C  2.718  0.728  -1.505
C  3.563  1.717  -1.985
C  3.254  2.382  -3.165
C  2.103  2.055  -3.867
C  1.254  1.063  -3.392
H  -3.585  -0.527  -4.399
H  -2.969  -2.363  -5.931
H  -0.904  -3.664  -5.560
H  0.584  -3.115  -3.665
H  2.721  -2.268  -2.585
H  4.120  -4.148  -1.823
H  3.679  -5.223  0.355
H  1.841  -4.411  1.790
H  0.443  -2.506  1.033
H  2.969  0.201  -0.590
H  4.471  1.963  -1.449
H  3.917  3.148  -3.543
H  1.871  2.562  -4.795
H  0.366  0.800  -3.957
N  0.389  0.359  1.304
C  1.267  0.452  2.055
N  2.257  0.557  2.885
C  2.687  1.869  3.412
C  4.124  2.114  2.979
O  4.949  1.040  3.377
C  4.577  -0.168  2.752
C  3.170  -0.572  3.160
H  2.619  1.835  4.500
H  2.019  2.641  3.033
H  4.513  3.012  3.454
H  4.167  2.242  1.889
H  5.291  -0.926  3.069
H  4.635  -0.065  1.659
H  3.129  -0.783  4.229
H  2.832  -1.444  2.604
C  -4.301  -1.105  0.372
P  -2.554  -1.604  0.374
C  -2.424  -2.439  1.992
C  -2.541  -3.012  -0.767
H  -4.925  -1.979  0.563
H  -4.560  -0.686  -0.600
H  -4.490  -0.361  1.142
H  -3.082  -3.309  1.974
H  -2.762  -1.785  2.793
H  -1.417  -2.781  2.213
H  -3.264  -3.740  -0.397
H  -1.558  -3.482  -0.810
H  -2.829  -2.708  -1.772

Charge ... +2
Lowest unoccupied orbital energy (spin up / spin down) ... -0.1808 / -0.2549 Ha
Maximum force ... 0.010 Eh/bohr
DFT total energy ... -4705.33099 Ha
Energy relative to the best compared isomer or geometry (same formula, charge and spin) ... 8.24 kcal per mole
Spin multiplicity ... 2
Kohn-Sham gap (spin up / spin down) ... 8.5 / 6.7 eV
E_HOMO (spin up / spin down) ... -13.4 / -13.7 eV

***

Molecular formula: C19H46ClF7N7O15S4
Method: DFT, ωB97M-V with the def2-TZVPD basis set

Atoms and positions in Å:
C  7.656  -22.709  -1.267
C  7.118  -24.100  -1.701
O  7.827  -25.085  -1.836
N  5.537  -24.193  -1.770
H  5.083  -23.784  -0.966
H  5.258  -23.590  -2.531
C  5.126  -25.655  -2.065
H  8.736  -22.851  -1.260
H  7.367  -22.207  -0.344
H  7.432  -21.978  -2.044
H  4.040  -25.687  -1.981
H  5.514  -26.254  -1.242
H  5.586  -25.946  -3.010
C  1.140  -16.618  0.418
C  0.671  -17.693  -0.609
O  1.478  -18.195  -1.390
N  -0.829  -18.108  -0.560
H  -1.016  -18.903  0.034
H  -1.261  -17.307  -0.121
C  -1.407  -18.232  -1.953
H  1.518  -15.751  -0.124
H  1.947  -17.024  1.028
H  0.378  -16.213  1.085
H  -1.114  -17.305  -2.446
H  -2.474  -18.390  -1.801
H  -0.957  -19.090  -2.451
C  0.116  -25.681  -3.504
C  0.554  -25.421  -2.039
O  1.603  -25.904  -1.606
N  -0.261  -24.375  -1.305
H  -0.743  -23.779  -1.963
H  -0.864  -24.958  -0.742
C  0.535  -23.387  -0.482
H  0.973  -25.606  -4.173
H  -0.632  -25.000  -3.910
H  -0.367  -26.656  -3.449
H  1.081  -23.859  0.335
H  -0.276  -22.763  -0.107
H  1.277  -22.889  -1.107
C  5.881  -19.072  -1.283
C  5.435  -19.364  -2.705
O  6.011  -18.960  -3.704
N  4.253  -20.352  -2.927
H  4.457  -21.225  -3.391
H  3.979  -20.619  -1.992
C  3.057  -19.722  -3.735
H  5.031  -18.454  -0.995
H  6.694  -18.348  -1.220
H  5.983  -20.004  -0.727
H  3.286  -19.754  -4.800
H  2.855  -18.652  -3.678
H  2.249  -20.314  -3.306
C  5.244  -21.296  3.277
C  3.874  -21.595  3.794
O  3.455  -21.056  4.810
N  2.983  -22.486  2.959
H  3.222  -22.488  1.978
H  3.112  -23.411  3.344
C  1.483  -22.108  3.130
H  5.621  -20.481  3.895
H  5.127  -20.927  2.259
H  5.967  -22.111  3.234
H  1.422  -21.144  2.626
H  1.230  -22.075  4.190
H  0.870  -22.860  2.634
Cl  3.898  -21.887  -0.126
C  4.756  -25.751  3.406
O  5.807  -25.672  4.359
O  3.616  -25.218  3.993
C  5.278  -25.317  1.892
F  5.917  -26.292  1.184
F  4.355  -24.934  0.953
F  6.118  -24.251  1.964
C  6.928  -26.490  4.121
C  7.813  -25.870  5.207
H  8.704  -26.439  5.475
H  8.298  -25.049  4.679
H  7.279  -25.567  6.108
H  7.404  -26.489  3.141
H  6.766  -27.539  4.369
H  4.582  -26.821  3.289
N  6.817  -16.926  3.041
S  7.727  -17.812  2.400
O  8.649  -17.273  1.366
O  7.415  -19.256  2.311
F  8.675  -17.796  3.671
S  5.708  -16.977  1.732
O  4.755  -18.054  1.837
O  6.029  -16.481  0.367
F  4.951  -15.708  2.362
N  4.954  -22.804  -4.003
S  3.673  -23.591  -4.811
O  3.585  -25.030  -4.688
O  3.141  -22.829  -5.926
F  2.568  -23.269  -3.693
S  5.875  -23.118  -5.156
O  5.792  -22.558  -6.512
O  6.579  -24.388  -4.969
F  7.007  -22.106  -4.528

Charge ... +1
Lowest unoccupied orbital energy ... -0.1901 Ha
Maximum force ... 0.295 Eh/bohr
DFT total energy ... -5014.78830 Ha
Kohn-Sham gap ... 4.1 eV
E_HOMO ... -9.3 eV

***

Molecular formula: C5H8N2O
Method: DFT, ωB97M-V with the def2-TZVPD basis set

Atoms and positions in Å:
C  2.544  -0.470  -0.108
C  0.633  0.904  0.202
C  -0.404  0.264  1.083
C  -1.655  0.145  -0.826
C  -0.888  1.190  0.009
H  3.529  -0.682  -0.676
H  2.216  -1.303  0.488
H  2.886  0.396  0.634
H  0.737  -0.400  -1.223
H  1.281  1.607  0.657
H  -0.797  0.397  2.033
H  -2.472  0.639  -1.616
H  -1.236  2.209  0.224
N  1.327  0.146  -0.813
N  -1.584  -1.038  -0.410
O  -0.716  -1.103  0.736

Charge ... 0
Lowest unoccupied orbital energy ... 0.0339 Ha
Maximum force ... 0.166 Eh/bohr
DFT total energy ... -379.89429 Ha
Energy relative to the best compared isomer or geometry (same formula, charge and spin) ... 121.66 kcal per mole
Kohn-Sham gap ... 9.7 eV
E_HOMO ... -8.8 eV